(1)
C6H7ClN2O2 | the ωB97M-V functional and the def2-TZVPD basis

The geometry in XYZ format:
```
18
Properties=species:S:1:pos:R:3:mulliken_charge:R:1
C 0.17911 0.19897 -2.42719 -0.61
C 1.34903 1.75619 -1.13503 -0.02
C -0.25558 -0.34987 -1.32670 0.43
C -0.91996 -0.71534 2.19753 0.86
C 0.30145 1.43376 0.03713 -0.53
C 0.40065 -0.83583 1.08068 -0.96
N 1.24910 1.17885 -2.23673 -0.42
N 0.08494 -0.01659 -0.08719 0.23
O -0.69869 0.06633 3.06380 -0.58
O -1.85450 -1.35805 1.80056 -0.59
Cl -1.86967 -2.81013 -0.58551 -0.43
H -0.15710 -0.13484 -3.34533 0.44
H 2.23195 2.34506 -0.97478 0.41
H 0.71060 1.60040 0.99544 0.32
H -0.69586 1.96310 -0.15085 0.32
H 0.67229 -1.89788 0.88693 0.38
H 1.14844 -0.25414 1.56397 0.36
H -1.87618 -2.16998 0.64327 0.38
```

## Properties
Electronic energy = -25928.159 eV
Molar mass = 174.587 g mol⁻¹
LUMO energy (alpha / beta) = -0.08328 / -0.11063 hartree
Energy above the lowest of the compared OMol25 structures with the same formula, charge and spin = 4.757 eV
HOMO level (alpha / beta) = -9.37 / -9.22 eV
Orbital gap (alpha / beta) = 7.105 / 6.210 eV

***

(2)
C5H11O2 | the ωB97M-V functional and the def2-TZVPD basis

The geometry in XYZ format:
```
18
Properties=species:S:1:pos:R:3:mulliken_spin:R:1
C -0.87789 -0.54133 -0.51140 0.01
O -2.16149 -0.79321 -0.97676 0.85
C -0.75514 0.77429 0.29296 0.01
C 0.28347 0.71332 1.46811 -0.01
C 1.68241 0.40262 1.02399 0.01
C 2.61809 1.31685 0.78842 0.00
H -0.18907 -0.60141 -1.37385 0.05
H -0.34904 -1.24989 0.13347 0.08
H -0.36081 1.48999 -0.39764 0.00
H -1.67586 1.20549 0.72950 0.00
H 0.00085 0.06549 2.33983 0.00
H 0.25816 1.70103 1.92519 0.00
H 1.90107 -0.60315 0.69463 0.00
H 2.64948 2.32002 1.23966 0.00
H 3.50582 1.17325 0.18215 0.00
H -2.45370 -3.21796 -2.56988 0.00
H -2.01993 -1.75168 -2.10538 0.00
O -2.05646 -2.40372 -2.88301 0.00
```

## Properties
Multiplicity = 2
Electronic energy = -9454.556 eV
Molar mass = 103.141 g mol⁻¹
LUMO energy (alpha / beta) = 0.03247 / -0.09237 hartree
Energy above the lowest of the compared OMol25 structures with the same formula, charge and spin = 1.892 eV
HOMO level (alpha / beta) = -9.99 / -9.96 eV
Orbital gap (alpha / beta) = 10.871 / 7.449 eV

***

(3)
C3H8NO2 | the ωB97M-V functional and the def2-TZVPD basis

The geometry in XYZ format:
```
14
Properties=species:S:1:pos:R:3:mulliken_charge:R:1
C -0.36107 0.56962 -0.23102 -0.58
C 0.48451 -0.66973 -0.08926 -0.37
C 0.00334 -1.60356 0.97304 0.30
O -0.87951 -1.03783 1.85738 -0.45
O 0.21322 -2.77211 0.97483 -0.47
N 0.20471 1.65445 -1.16429 -0.29
H -0.49641 1.05671 0.73476 0.35
H -1.36686 0.44929 -0.62184 0.32
H 0.55861 -1.26656 -0.99835 0.39
H 1.52433 -0.38066 0.11753 0.35
H -0.92707 -1.73554 2.55314 0.36
H 0.89158 1.28809 -1.83102 0.35
H -0.58067 2.10258 -1.64000 0.36
H 0.73130 2.34525 -0.63489 0.37
```

## Properties
Electronic energy = -8819.117 eV
Molar mass = 90.102 g mol⁻¹
SMILES string = [NH3+]CCC(=O)O
LUMO energy = -0.15173 hartree
Energy above the lowest of the compared OMol25 structures with the same formula, charge and spin = 0.836 eV
HOMO level = -14.55 eV
Total charge = +1
Orbital gap = 10.422 eV

***

(4)
C27H50O23P2 | the ωB97M-V functional and the def2-TZVPD basis

The geometry in XYZ format:
```
102
Properties=species:S:1:pos:R:3:mulliken_charge:R:1
C -4.73276 7.41994 0.44025 -0.31
C -3.90789 7.31452 1.79081 -0.29
O -5.00012 7.19402 2.68337 -0.31
C -6.11237 7.79762 2.17952 0.67
O -7.19795 8.01205 2.74506 -0.55
O -5.79478 8.24309 0.89888 -0.32
H -5.06760 6.45210 0.06705 0.28
H -4.25091 8.12657 -0.23547 0.28
H -3.35257 8.23511 1.97028 0.25
H -3.27792 6.42720 1.85330 0.30
C 0.87568 0.52094 -0.03585 -0.31
C -0.21200 -0.51223 0.39928 -0.32
O -1.38228 0.12222 0.07664 -0.27
C -1.16926 1.45716 -0.03984 0.68
O -2.13200 2.27653 -0.10665 -0.60
O 0.16609 1.68176 -0.09784 -0.31
H 1.16923 0.30444 -1.06301 0.28
H 1.76472 0.40515 0.58406 0.32
H -0.19358 -0.74803 1.46331 0.25
H -0.09995 -1.45694 -0.13278 0.27
C 3.34182 -7.31156 3.88107 -0.27
C 4.70164 -7.60835 3.33070 -0.31
O 4.76848 -6.80070 2.15609 -0.32
C 3.89755 -5.77254 2.31584 0.71
O 3.85692 -4.75851 1.57533 -0.59
O 3.20600 -5.94968 3.42623 -0.31
H 3.44101 -7.33252 4.96634 0.26
H 2.51648 -7.95958 3.58614 0.27
H 4.78832 -8.65942 3.05532 0.30
H 5.49673 -7.39295 4.04451 0.26
C -2.42844 -9.84395 -0.76595 -0.18
C -2.82689 -9.26078 -2.07380 -0.30
O -2.02306 -8.16038 -2.24520 -0.34
C -1.52205 -7.82491 -1.00030 0.69
O -0.86446 -6.83453 -0.81523 -0.56
O -1.72814 -8.80962 -0.15690 -0.29
H -1.87001 -10.76449 -0.93587 0.30
H -3.37687 -10.02525 -0.26028 0.19
H -3.84047 -8.86672 -1.99988 0.21
H -2.73569 -10.01070 -2.85955 0.30
C 0.89455 3.40845 6.45255 -0.25
C 0.50726 2.91168 5.07482 -0.23
O 0.15694 1.57077 5.33594 -0.30
C -0.12028 1.37628 6.61945 0.68
O -0.65783 0.39013 7.06491 -0.55
O 0.33135 2.44604 7.31953 -0.34
H 0.46826 4.37492 6.72148 0.27
H 1.98221 3.38473 6.51991 0.25
H 1.40796 2.90810 4.46096 0.22
H -0.30039 3.43282 4.56080 0.25
C 5.08774 11.42076 -4.33538 -1.18
C 6.05319 10.66027 -5.28422 -0.06
O 5.42024 9.33781 -5.53992 -0.33
P 6.01350 7.95232 -4.92528 0.95
O 6.47107 8.09388 -3.50066 -0.70
O 4.90255 6.81191 -5.24988 -0.28
C 5.09892 5.46645 -4.93282 -0.34
C 4.59642 5.19621 -3.50535 -1.02
O 7.18232 7.61115 -5.96806 -0.32
C 8.42103 8.28942 -5.98041 -0.26
C 8.71325 8.89387 -7.27792 -1.04
H 5.43228 12.44881 -4.44715 0.38
H 4.10424 11.32353 -4.79514 0.30
H 5.17420 11.04685 -3.31518 0.28
H 6.15447 11.12059 -6.26705 0.32
H 7.05182 10.48210 -4.88536 0.19
H 4.59426 4.74407 -5.57437 0.36
H 6.10915 5.12133 -5.15291 0.30
H 5.06255 5.73202 -2.67847 0.31
H 3.51468 5.26016 -3.38761 0.27
H 4.90980 4.17100 -3.30829 0.35
H 8.54931 9.07878 -5.23976 0.29
H 9.14612 7.52383 -5.70433 0.38
H 8.59307 8.20820 -8.11667 0.30
H 8.00443 9.70438 -7.44745 0.19
H 9.74413 9.24749 -7.25942 0.37
C -3.05169 -5.61101 3.64827 -1.20
C -4.48692 -5.26725 3.17579 -0.16
O -4.87999 -6.39724 2.38438 -0.08
P -6.05069 -6.21344 1.25945 0.66
O -7.19033 -5.30714 1.64728 -0.76
O -5.13298 -5.68400 -0.02374 -0.10
C -5.20808 -4.33872 -0.43020 -0.22
C -4.75656 -4.13849 -1.88375 -1.27
O -6.49389 -7.71709 0.82995 -0.28
C -7.00166 -8.69233 1.74699 -0.27
C -6.09995 -9.03681 2.91030 -0.84
H -2.38195 -5.68737 2.79170 0.29
H -2.63943 -4.96475 4.42318 0.39
H -3.03310 -6.60420 4.09698 0.28
H -5.13333 -5.03790 4.02294 0.29
H -4.54948 -4.32826 2.62581 0.25
H -6.24841 -4.02980 -0.32833 0.41
H -4.65413 -3.70834 0.26540 0.23
H -5.26232 -4.88854 -2.49182 0.33
H -5.08093 -3.16475 -2.25079 0.36
H -3.70044 -4.32920 -2.07438 0.31
H -7.91493 -8.33378 2.22185 0.29
H -7.25062 -9.54615 1.11683 0.31
H -6.52404 -9.78306 3.58214 0.39
H -5.18805 -9.45443 2.48354 0.19
H -5.75147 -8.21362 3.53402 0.19
```

## Properties
Electronic energy = -94482.245 eV
Molar mass = 804.622 g mol⁻¹
SMILES string = CCOP(=O)(OCC)OCC.CCOP(=O)(OCC)OCC.O=C1OCCO1.O=C1OCCO1.O=C1OCCO1.O=C1OCCO1.O=C1OCCO1
LUMO energy = 0.01086 hartree
Energy above the lowest of the compared OMol25 structures with the same formula, charge and spin = 4.106 eV
HOMO level = -10.28 eV
Orbital gap = 10.574 eV

***

(5)
C22H21InN5OS5 | the ωB97M-V functional and the def2-TZVPD basis

The geometry in XYZ format:
```
55
Properties=species:S:1:pos:R:3:mulliken_charge:R:1
In 0.58039 0.06161 0.48599 0.88
C 2.35274 -1.28421 -2.36190 -0.94
N 2.72774 -0.30162 -1.31596 -0.16
C 3.01788 1.07639 -1.73483 -1.11
C 1.71712 1.87065 -1.87542 0.44
N 0.59899 1.66798 -1.14685 0.04
C -0.23067 2.78683 -1.39749 0.29
C -1.57816 3.03367 -1.05891 -0.45
C -2.19478 4.17113 -1.56501 -0.86
C -1.50062 5.05288 -2.42377 -0.38
C -0.20304 4.80433 -2.81087 -0.98
C 0.40371 3.67850 -2.30102 0.74
N 1.65655 3.01292 -2.56532 -0.12
C 1.00008 -1.91665 -2.04814 0.30
N 0.14963 -1.51025 -1.11026 0.12
C -0.98831 -2.34948 -1.20478 0.40
C -2.22751 -2.18740 -0.59474 -0.25
C -3.31118 -2.85332 -1.14427 -0.97
C -3.12119 -3.75216 -2.23589 -0.41
C -1.86663 -3.99210 -2.80735 -0.95
C -0.81788 -3.25615 -2.29924 0.36
N 0.50114 -2.95726 -2.73615 -0.08
H 3.03377 -2.15555 -2.30187 0.51
H 2.37111 -0.85627 -3.38579 0.34
H 3.57881 -0.69049 -0.88743 0.27
H 3.69195 1.14576 -2.61704 0.44
H 3.56391 1.55058 -0.87407 0.35
H -2.07184 2.31931 -0.40600 0.32
H -3.22205 4.36079 -1.31245 0.43
H -2.02405 5.95515 -2.72389 0.40
H 0.34332 5.49539 -3.46353 0.37
H 2.40841 3.34343 -3.15955 0.25
H -2.30943 -1.51577 0.24964 0.50
H -4.31932 -2.72468 -0.75480 0.41
H -4.01974 -4.20577 -2.62864 0.40
H -1.73826 -4.72791 -3.62285 0.38
H 1.04471 -3.47315 -3.42779 0.27
S 1.41926 2.24043 7.53016 -0.19
C 1.22556 1.84715 5.95004 0.06
S -0.32851 1.88138 5.10917 -0.02
C 0.29208 1.48061 3.51385 0.19
C 1.61116 1.10048 3.46493 0.06
S 2.57625 0.48820 2.13835 -0.35
S 2.51072 1.24559 4.95501 -0.05
S -0.82424 1.49161 2.18811 -0.39
C -1.80595 -2.08128 3.35534 -1.19
C -0.40082 -1.95517 2.80608 0.94
C 0.64545 -2.05304 3.90408 -1.20
O -0.12133 -1.84324 1.59180 -0.48
H -1.79910 -2.66085 4.27876 0.43
H -2.46141 -2.54540 2.60092 0.33
H -2.21467 -1.08186 3.58886 0.27
H 0.74161 -3.07492 4.29958 0.49
H 0.31844 -1.45055 4.75601 0.34
H 1.61819 -1.70626 3.53718 0.20
```

## Properties
Electronic energy = -91999.870 eV
Molar mass = 646.597 g mol⁻¹
LUMO energy = -0.10151 hartree
Energy above the lowest of the compared OMol25 structures with the same formula, charge and spin = 0.665 eV
HOMO level = -9.20 eV
Total charge = +1
Orbital gap = 6.440 eV

***

(6)
H3N6 | the ωB97M-V functional and the def2-TZVPD basis

The geometry in XYZ format:
```
9
Properties=species:S:1:pos:R:3:mulliken_charge:R:1
N 1.52825 0.24765 1.17521 0.89
N 1.69877 -0.50129 0.23354 -0.76
N 1.15451 0.79941 2.07027 -0.18
N 0.66403 -0.46650 -0.60593 0.46
N -0.28381 0.25552 -0.05939 0.08
N -1.49572 0.35986 -0.48968 -0.38
H 0.70356 -1.33581 -1.18844 0.35
H -2.16550 0.86772 0.08189 0.30
H -1.80408 -0.22656 -1.21747 0.25
```

## Properties
Electronic energy = -8976.308 eV
Molar mass = 87.066 g mol⁻¹
LUMO energy (alpha / beta) = -0.22226 / -0.22231 hartree
Energy above the lowest of the compared OMol25 structures with the same formula, charge and spin = 1.861 eV
HOMO level (alpha / beta) = -14.55 / -14.54 eV
Total charge = +1
Orbital gap (alpha / beta) = 8.497 / 8.495 eV